--- a ---
Molecular formula: C4H7N3O2
Method: DFT, ωB97M-V with the def2-TZVPD basis set

Geometry (Å):
N1 0.578 -1.605 0.526
C1 -0.224 -0.632 0.063
C2 -1.401 -1.187 -0.684
C3 -2.486 -0.264 -0.322
O1 -2.305 0.994 -0.281
N2 0.071 0.810 0.190
N3 1.188 1.367 0.551
C4 2.224 1.556 -0.423
O2 3.284 2.143 -0.217
H1 0.327 -2.683 0.374
H2 1.633 -1.706 0.465
H3 -1.817 -2.145 -0.738
H4 -3.653 -0.591 -0.256
H5 -0.686 1.425 0.409
H6 1.714 1.332 1.596
H7 1.551 1.184 -1.253

Summary:
E_LUMO   0.3 eV
Net charge   0
SMILES   N/C(=C/C=O)NNC=O

***

--- b ---
Molecular formula: C4H7N3O2
Method: DFT, ωB97M-V with the def2-TZVPD basis set

Geometry (Å):
N1 1.130 1.050 -2.004
C1 1.014 0.053 -1.387
C2 0.843 -0.897 -0.297
C3 -0.172 -1.984 -0.218
N2 -0.362 -0.744 0.499
C4 -1.561 -0.048 0.224
N3 -1.490 1.289 0.140
O1 -2.628 -0.643 0.178
H1 1.772 -1.088 0.247
H2 0.058 -2.860 0.390
H3 -0.728 -2.156 -1.143
H4 -2.339 1.827 0.039
H5 -0.726 1.805 0.551
O2 1.893 1.543 1.182
H6 1.154 0.957 1.413
H7 2.144 1.896 0.187

Summary:
E_LUMO   0.4 eV
Net charge   0
SMILES   N#C[C@@H]1CN1C(N)=O.O

***

Most stable structure: b

***

--- a ---
Molecular formula: C5H3ClOS
Method: DFT, ωB97M-V with the def2-TZVPD basis set

Geometry (Å):
C1 1.908 -1.367 -0.524
C2 0.813 -0.933 -0.809
C3 -0.488 -0.349 -0.948
S1 -1.147 -0.113 -2.371
C4 -1.079 0.196 0.329
Cl1 -1.308 -0.927 1.693
C5 -0.072 1.241 0.879
O1 -0.441 2.373 0.933
H1 2.894 -1.758 -0.381
H2 -2.064 0.711 0.158
H3 0.984 0.926 1.042

Summary:
E_LUMO   -1.5 eV
Net charge   0
SMILES   C#CC(=S)[C@@H](Cl)C=O

***

--- b ---
Molecular formula: C5H3ClOS
Method: DFT, ωB97M-V with the def2-TZVPD basis set

Geometry (Å):
C1 -1.568 -1.825 -0.365
C2 -0.862 -0.705 -0.230
S1 -1.325 1.032 -0.949
C3 0.155 1.785 -0.269
O1 0.473 2.899 -0.235
C4 0.890 0.719 0.389
C5 0.377 -0.601 0.554
Cl1 1.475 -1.873 0.963
H1 -2.451 -1.962 -0.827
H2 -0.975 -2.756 -0.014
H3 1.820 0.621 1.070

Summary:
E_LUMO   -1.0 eV
Net charge   0
SMILES   C=C1SC(=O)C=C1Cl

***

Most stable structure: b

***

--- a ---
Molecular formula: C14H46N14O8
Method: DFT, ωB97M-V with the def2-TZVPD basis set

Geometry (Å):
C1 -3.507 -1.132 -6.139
O1 -2.444 -1.297 -5.230
C2 -2.365 -2.651 -4.806
C3 -1.591 -2.778 -3.523
C4 -1.285 -4.239 -3.233
N1 -2.408 -2.282 -2.376
H1 -3.340 -0.214 -6.697
H2 -4.494 -1.203 -5.663
H3 -3.557 -1.930 -6.900
H4 -3.384 -3.023 -4.625
H5 -1.960 -3.273 -5.614
H6 -0.679 -2.184 -3.457
H7 -0.770 -4.766 -4.032
H8 -2.213 -4.767 -2.990
H9 -0.709 -4.275 -2.307
H10 -3.322 -2.730 -2.426
H11 -2.630 -1.307 -2.592
C5 -0.791 0.760 4.199
O2 0.450 1.456 3.982
C6 1.225 1.350 5.155
C7 2.407 2.312 5.028
C8 3.336 2.238 6.241
N2 1.956 3.707 4.827
H12 -0.570 -0.296 4.368
H13 -1.358 0.864 3.275
H14 -1.350 1.222 5.014
H15 0.637 1.521 6.067
H16 1.651 0.336 5.246
H17 2.932 1.974 4.134
H18 3.133 2.924 7.060
H19 4.372 2.345 5.929
H20 3.207 1.235 6.669
H21 1.242 3.697 4.101
H22 1.465 4.015 5.661
N3 3.435 3.311 1.689
C9 2.954 2.664 0.591
N4 2.053 3.335 -0.172
O3 3.345 1.540 0.253
H23 4.128 2.873 2.263
H24 2.975 4.146 2.004
H25 1.558 2.847 -0.917
H26 1.740 4.254 0.082
N5 3.167 -0.208 2.721
C10 2.687 -1.441 3.060
N6 1.703 -1.847 2.184
O4 3.067 -2.089 4.015
H27 2.786 0.312 1.952
H28 3.921 0.189 3.248
H29 1.252 -2.724 2.366
H30 1.363 -1.253 1.448
N7 -4.438 0.251 1.834
C11 -5.337 0.348 0.809
N8 -4.726 0.243 -0.437
O5 -6.531 0.530 0.947
H31 -4.802 0.157 2.762
H32 -3.450 0.123 1.643
H33 -3.754 -0.015 -0.437
H34 -5.323 0.181 -1.236
N9 2.769 -1.208 -1.902
C12 2.433 -1.952 -2.994
N10 2.800 -3.266 -2.967
O6 1.822 -1.449 -3.939
H35 2.772 -0.205 -1.974
H36 3.077 -1.599 -1.031
H37 3.132 -3.662 -2.107
H38 2.654 -3.825 -3.784
N11 -0.575 -0.549 -0.869
C13 -0.756 -0.105 0.412
N12 0.231 0.738 0.851
O7 -1.777 -0.321 1.060
H39 0.332 -0.421 -1.297
H40 -1.187 -1.315 -1.165
H41 0.023 1.147 1.748
H42 1.057 0.976 0.327
N13 -0.380 0.489 -3.995
C14 -0.272 1.590 -3.201
N14 -1.381 2.400 -3.190
O8 0.707 1.915 -2.519
H43 0.385 -0.176 -4.058
H44 -1.290 0.238 -4.341
H45 -1.395 3.068 -2.441
H46 -2.244 2.157 -3.638

Summary:
E_LUMO   0.3 eV
Net charge   0
SMILES   COC[C@H](C)N.COC[C@H](C)N.NC(N)=O.NC(N)=O.NC(N)=O.NC(N)=O.NC(N)=O.NC(N)=O

***

--- b ---
Molecular formula: C14H46N14O8
Method: DFT, ωB97M-V with the def2-TZVPD basis set

Geometry (Å):
C1 9.824 -5.747 17.458
O1 8.874 -6.663 16.935
C2 7.989 -6.091 15.973
C3 6.557 -6.233 16.427
C4 5.603 -5.954 15.260
N1 6.272 -5.361 17.591
H1 10.637 -6.352 17.855
H2 9.332 -5.120 18.203
H3 10.266 -5.124 16.673
H4 8.202 -5.028 15.822
H5 8.125 -6.632 15.034
H6 6.294 -7.237 16.767
H7 5.469 -6.803 14.580
H8 5.859 -5.087 14.648
H9 4.579 -5.804 15.624
H10 5.289 -5.107 17.585
H11 6.728 -4.460 17.440
C5 3.934 -4.761 11.574
O2 2.667 -4.259 11.891
C6 2.698 -3.121 12.710
C7 1.393 -2.353 12.660
C8 1.073 -1.911 11.249
N2 1.594 -1.171 13.500
H12 3.852 -5.723 11.072
H13 4.516 -4.986 12.486
H14 4.547 -4.029 11.038
H15 3.001 -3.431 13.725
H16 3.469 -2.402 12.395
H17 0.577 -2.985 13.030
H18 0.144 -1.344 11.223
H19 0.947 -2.813 10.638
H20 1.883 -1.372 10.751
H21 0.707 -0.694 13.654
H22 1.739 -1.413 14.484
N3 4.129 0.381 9.319
C9 4.818 -0.800 9.475
N4 5.053 -1.542 8.365
O3 5.181 -1.146 10.600
H23 3.783 0.615 8.406
H24 3.672 0.706 10.153
H25 4.598 -1.251 7.521
H26 5.564 -2.392 8.512
N5 6.554 -2.514 13.056
C10 7.823 -2.583 12.545
N6 7.990 -1.700 11.504
O4 8.692 -3.316 12.993
H27 6.257 -3.268 13.641
H28 5.928 -1.814 12.702
H29 8.873 -1.566 11.054
H30 7.130 -1.396 11.065
N7 -1.702 -2.387 14.625
C11 -1.663 -1.061 14.282
N8 -1.317 -0.191 15.288
O5 -1.936 -0.660 13.161
H31 -1.738 -2.705 15.577
H32 -2.027 -3.046 13.940
H33 -1.237 -0.505 16.235
H34 -1.134 0.744 14.976
N9 4.258 0.228 15.588
C12 5.152 0.358 14.562
N10 4.644 0.123 13.314
O6 6.327 0.643 14.766
H35 4.632 0.414 16.500
H36 3.357 -0.195 15.481
H37 5.298 0.090 12.553
H38 3.781 -0.395 13.234
N11 2.101 2.844 13.141
C13 2.319 2.504 14.462
N12 3.110 3.384 15.168
O7 1.737 1.561 14.966
H39 1.395 2.280 12.705
H40 2.387 3.737 12.789
H41 3.663 3.995 14.595
H42 3.445 3.021 16.041
N13 0.082 -5.652 11.792
C14 -0.561 -6.378 10.842
N14 0.205 -7.027 9.913
O8 -1.778 -6.511 10.847
H43 -0.486 -5.328 12.551
H44 1.079 -5.512 11.864
H45 1.195 -6.898 9.825
H46 -0.302 -7.507 9.194

Summary:
E_LUMO   0.1 eV
Net charge   0
SMILES   COC[C@H](C)N.COC[C@H](C)N.NC(N)=O.NC(N)=O.NC(N)=O.NC(N)=O.NC(N)=O.NC(N)=O

***

Most stable structure: a